ORCA calculation (ωB97M-V/def2-TZVPD) on an isolated molecule of C5H10O.

Structure (XYZ):
```
16
C5H10O (ωB97M-V/def2-TZVPD)
C 1.242 0.691 -1.153
C 0.486 -0.404 -1.201
C -0.967 -0.410 -0.790
C -1.142 0.374 0.516
C -0.001 0.009 1.504
O 0.725 -1.166 1.102
H 2.311 0.678 -1.330
H 0.783 1.657 -0.967
H 0.909 -1.346 -1.533
H -1.322 -1.435 -0.646
H -1.568 0.024 -1.597
H -2.120 0.153 0.959
H -1.139 1.451 0.304
H 0.649 0.882 1.664
H -0.401 -0.277 2.472
H 1.553 -0.881 0.696
```

E_tot (eV): -7393.2121
Strongest force on any atom (eV/A): 0.8
ΔE to the lowest compared entry with this formula, charge and spin (kJ/mol): 149.9
SMILES: C=CCCCO
HOMO energy (eV): -9.15
E_LUMO (eV): 1.04
Charge: 0

Here are the Mulliken charges for atoms 1 to 6, given in e: -0.58 -0.41 -0.36 -0.77 -0.30 -0.60